Density functional theory data (ωB97M-V/def2-TZVPD) for a 4-piece molecular cluster, C31H65BrFN5O10S overall in a non-equilibrium geometry.

Its structure (SMILES) is CCSC[C@](N=C(C)C)(OC(=O)C(=O)NC(=O)F)[C@H](Br)CC.COCCNCCOC.COCCNCCOC.COCCNCCOC. The relative energy (zero: lowest compared OMol25 entry of this formula, charge and spin) comes out at 34.7 kJ/mol. For the HOMO-LUMO gap, the calculation gives 0.2992 Eh. The calculation puts the HOMO energy at -8.44 eV. As for the max |F|: 2.9 eV/Å.

```
! wB97M-V def2-TZVPD RIJCOSX def2/J DEFGRID3
* xyz 0 1
C -0.37713 -5.22495 -0.79080
C -1.19093 -4.92001 -2.06819
S -2.87725 -4.35375 -1.70372
C -2.83558 -2.55371 -1.74387
C -2.41071 -1.84437 -0.40619
N -2.62880 -2.70054 0.73574
C -3.76004 -2.71461 1.32052
C -3.75397 -2.87739 2.81518
C -5.10966 -2.66209 0.67034
O -3.16559 -0.63400 -0.38704
C -2.89152 0.24783 0.60395
O -3.48482 0.24186 1.66923
C -1.89194 1.38776 0.35572
O -1.73848 1.93483 -0.70646
N -1.24570 1.78563 1.51927
C -0.19144 2.70270 1.30491
O 0.81633 2.54053 0.67522
F -0.41753 3.84842 1.95517
C -0.88604 -1.65815 -0.53422
Br -0.00540 -1.40631 1.20375
C -0.43796 -0.63811 -1.58588
C 0.25267 -1.27705 -2.80169
H 0.38104 -4.46351 -0.63015
H -1.03297 -5.19717 0.06923
H 0.10773 -6.18991 -0.85026
H -0.68931 -4.21221 -2.71505
H -1.27495 -5.83485 -2.64039
H -2.24876 -2.20543 -2.58562
H -3.85069 -2.22583 -1.93464
H -4.71301 -2.57304 3.21100
H -2.97636 -2.26131 3.24180
H -3.54245 -3.89901 3.12483
H -5.90313 -2.67098 1.40202
H -5.24476 -1.85129 -0.03505
H -5.20508 -3.59331 0.11275
H -0.97730 1.01401 2.11899
H -0.54010 -2.62204 -0.86998
H 0.24258 0.06853 -1.13017
H -1.27951 -0.05587 -1.93490
H -0.07152 -2.29315 -2.98008
H -0.05928 -0.71546 -3.67777
H 1.32409 -1.20238 -2.76077
C 3.82719 -7.01910 -5.41984
O 4.85718 -6.06243 -5.57129
C 5.02217 -5.57657 -6.89768
C 4.55242 -4.14215 -7.02753
N 3.10196 -4.04286 -6.92103
C 2.59177 -2.68228 -6.76749
C 3.03114 -1.86760 -5.55388
O 2.52488 -2.33102 -4.31472
C 3.23553 -3.40831 -3.73119
H 3.94159 -7.46992 -4.43530
H 2.83228 -6.56314 -5.47254
H 3.90151 -7.80705 -6.17426
H 4.52642 -6.22466 -7.62575
H 6.09491 -5.60062 -7.10767
H 4.86392 -3.75321 -8.00139
H 5.06446 -3.56097 -6.24968
H 2.79336 -4.59016 -6.12965
H 1.50213 -2.75786 -6.73208
H 2.83972 -2.11799 -7.67198
H 2.61606 -0.86385 -5.67842
H 4.11880 -1.74167 -5.50043
H 4.30611 -3.35577 -3.94050
H 2.83916 -4.37197 -4.06264
H 3.08980 -3.35235 -2.65095
C 2.44394 7.92976 1.24428
O 3.20288 6.75027 1.41539
C 2.55179 5.56166 0.97634
C 3.18248 5.01430 -0.28661
N 2.90665 5.86851 -1.43671
C 3.69203 5.55923 -2.62866
C 5.21365 5.65563 -2.55114
O 5.71901 6.96968 -2.41051
C 5.71701 7.48542 -1.09260
H 2.93810 8.72186 1.80515
H 2.39335 8.23704 0.19389
H 1.42844 7.80962 1.63234
H 1.47729 5.71645 0.85023
H 2.68813 4.82150 1.76898
H 2.77839 4.01739 -0.47861
H 4.25969 4.91659 -0.09662
H 3.08089 6.83047 -1.18081
H 3.36212 6.24831 -3.41002
H 3.42509 4.55130 -2.96276
H 5.60321 5.29721 -3.50751
H 5.63815 4.99745 -1.78357
H 5.89926 6.70690 -0.34795
H 4.77876 7.99958 -0.86791
H 6.51685 8.22321 -1.02566
C -1.68845 1.97926 6.09813
O -2.20226 1.71678 7.39018
C -3.17637 2.65101 7.83893
C -4.56351 2.04135 7.86415
N -5.06011 1.80673 6.51529
C -6.26516 0.98553 6.43068
C -6.22790 -0.44261 6.97091
O -5.41173 -1.33047 6.23187
C -4.03398 -1.28884 6.55746
H -0.81320 1.34510 5.96089
H -2.41117 1.73848 5.31057
H -1.38072 3.02353 5.99599
H -3.15655 3.56658 7.24124
H -2.90513 2.91742 8.86422
H -5.24344 2.72506 8.38119
H -4.50287 1.11468 8.45006
H -4.33306 1.35928 5.97440
H -6.52352 0.92543 5.37075
H -7.08274 1.51968 6.92563
H -7.24380 -0.83663 6.88515
H -5.97286 -0.48777 8.03658
H -3.87154 -1.09002 7.61938
H -3.51265 -0.54383 5.95025
H -3.60368 -2.26189 6.31832
*
```